1.
Computed, not measured: C4H4O5Sc as an isolated structure, with ωB97M-V/def2-TZVPD.

Computed properties:
Charge: +1
Orbital gap, eV: 7.1

Last column: natural (NBO) charge in e.
Atoms and positions in Å:
1 O -2.558993 1.882716 1.923460  -0.79
2 C -2.084204 3.038466 2.364567  0.89
3 O -2.775112 3.880603 2.953300  -0.55
4 O -0.803345 3.195901 2.105570  -0.80
5 H 1.145462 -3.076039 -0.588763  0.24
6 O -0.120867 -1.495602 -0.157821  -0.41
7 C 0.660569 -2.257351 -1.128189  -0.13
8 C 1.626559 -1.206421 -1.662954  -0.13
9 O 1.234673 -0.015658 -0.916004  -0.41
10 C 0.250146 -0.260019 -0.119064  0.30
11 H -0.034620 -2.647863 -1.876988  0.24
12 H 1.500389 -0.983736 -2.726112  0.24
13 H 2.676720 -1.406674 -1.432923  0.24
14 Sc -0.717375 1.351678 1.261921  2.09

Cartesian forces (eV/Å) of the 2 atoms listed first:
1.966 -2.325 -1.504
-3.470 4.094 2.774

2.
Computed, not measured: C4H4O5Yb as an isolated structure, with ωB97M-V/def2-TZVPD.

Computed properties:
Expectation value of S²: 2.003
2S+1: 3
Orbital gap (alpha / beta), eV: 5.1 / 6.0

Last column: natural (NBO) charge in e.
Atoms and positions in Å:
1 O 0.968533 -0.312339 0.357455  -0.95
2 H -2.534043 0.179414 -1.398905  0.18
3 O 0.871563 1.916626 0.177098  -0.94
4 O -0.571007 0.652666 -1.072944  -0.54
5 C -1.671550 -0.189259 -0.827396  -0.09
6 C -1.883047 -0.095385 0.702404  -0.09
7 O -0.896545 0.812373 1.126936  -0.54
8 C 0.168288 0.780464 0.155947  0.89
9 H -1.459578 -1.225268 -1.138887  0.16
10 H -1.753246 -1.078479 1.184230  0.16
11 H -2.871302 0.300330 0.972583  0.18
12 Yb 2.940327 1.039987 0.639525  1.70
13 C 4.102535 -0.845592 -0.426036  0.30
14 O 4.589075 -1.935536 -0.452016  -0.41

Cartesian forces (eV/Å) of the 2 atoms listed first:
2.715 0.867 0.425
0.231 -0.047 0.120

3.
Computed, not measured: an isolated ion of composition C4H4O8P and charge -1, with ωB97M-V/def2-TZVPD.

Computed properties:
SMILES string: O=C1OC[C@@](C(=O)[O-])(P(=O)(O)O)O1
Charge: -1
Orbital gap, eV: 8.4

Last column: natural (NBO) charge in e.
Atoms and positions in Å:
1 O 2.492325 2.253175 1.032705  -0.57
2 C 2.014422 1.110577 0.866780  0.97
3 O 2.700290 -0.106706 0.496873  -0.51
4 C 1.589422 -0.942599 -0.018869  -0.11
5 C 0.258131 -0.045044 -0.031462  -0.20
6 C -0.076551 0.797093 -1.394501  0.70
7 O -0.742282 1.887988 -1.191846  -0.74
8 O 0.320939 0.368206 -2.648849  -0.76
9 P -1.411954 -0.935915 0.285870  2.23
10 O -1.262956 -2.442351 0.524819  -1.07
11 O -2.023386 -0.195804 1.729897  -0.96
12 O -2.563153 -0.599340 -0.928580  -0.94
13 O 0.583001 0.938628 1.020356  -0.49
14 H 1.924977 -1.198843 -1.096668  0.24
15 H 1.575409 -1.817619 0.721844  0.21
16 H -2.592897 0.566319 1.467594  0.49
17 H -2.785737 0.362236 -0.835962  0.51

Cartesian forces (eV/Å) of the 2 atoms listed first:
-1.152 -5.126 -0.432
0.369 3.026 0.528

4.
Computed, not measured: one molecule with the formula C4H4OS, with ωB97M-V/def2-TZVPD.

Computed properties:
SMILES string: C#CCC(O)=S
Orbital gap, eV: 9.2

Last column: natural (NBO) charge in e.
Atoms and positions in Å:
1 C -2.997361 0.033722 -0.238946  -0.18
2 C -1.889659 -0.343342 0.058099  -0.07
3 C -0.554702 -0.916330 0.220043  -0.58
4 C 0.552986 0.092264 0.003269  0.22
5 O 0.099866 1.400373 0.138131  -0.66
6 S 2.141891 -0.192746 -0.124903  -0.02
7 H -3.974954 0.320181 -0.494929  0.24
8 H -0.396405 -1.736704 -0.417535  0.27
9 H -0.488906 -1.248664 1.237842  0.27
10 H -0.876523 1.348252 0.313237  0.49

Cartesian forces (eV/Å) of the 2 atoms listed first:
1.371 -0.428 0.516
-1.134 -0.224 -0.946

5.
Computed, not measured: C4H4OS as an isolated structure, with ωB97M-V/def2-TZVPD.

Computed properties:
Orbital gap, eV: 9.6

Last column: natural (NBO) charge in e.
Atoms and positions in Å:
1 C 0.782998 0.680483 -0.544603  -0.38
2 C 0.868362 -0.668884 -0.666788  0.14
3 C -0.272209 1.096013 0.293518  -0.31
4 C -0.900252 -0.700928 0.581670  -0.03
5 O 0.012452 -1.449521 0.012617  -0.45
6 S -2.002217 0.401564 -0.274891  0.12
7 H 1.417543 1.434499 -1.053819  0.25
8 H 1.624224 -1.345700 -1.142568  0.21
9 H -0.222110 1.564658 1.265982  0.24
10 H -1.308788 -1.012181 1.528884  0.21

Cartesian forces (eV/Å) of the 2 atoms listed first:
1.341 -0.541 -0.963
2.300 -0.410 -1.523

6.
Computed, not measured: one molecule with the formula C4H4OS, with ωB97M-V/def2-TZVPD.

Computed properties:
SMILES string: O=C1C=CCS1
Orbital gap, eV: 9.9

Last column: natural (NBO) charge in e.
Atoms and positions in Å:
1 O -2.141775 0.237501 0.004370  -0.54
2 C -0.940819 0.243236 -0.032254  0.37
3 C -0.053867 1.409998 0.047075  -0.31
4 C 1.262394 1.162930 -0.048653  -0.12
5 C 1.586676 -0.301284 0.052896  -0.57
6 S 0.008813 -1.257840 -0.019122  0.22
7 H -0.497640 2.404185 0.132549  0.24
8 H 2.021660 1.917509 -0.168645  0.23
9 H 2.036252 -0.701824 0.968818  0.25
10 H 2.306623 -0.483719 -0.776113  0.23

Cartesian forces (eV/Å) of the 2 atoms listed first:
-0.116 0.243 -0.281
-0.414 -0.395 0.922

7.
Computed, not measured: C4H4OS as an isolated structure, with ωB97M-V/def2-TZVPD.

Computed properties:
Orbital gap (alpha / beta), eV: 6.4 / 7.4

Last column: natural (NBO) charge in e.
Atoms and positions in Å:
1 C 0.123491 0.102241 0.520882  -0.02
2 C -0.268956 1.383478 0.749526  0.30
3 C 0.174560 -1.230338 0.742342  -0.60
4 C -0.312347 0.962238 -0.879585  -0.06
5 O -0.135585 2.289201 -0.305972  -0.42
6 S 1.956658 -1.346711 0.212243  -0.17
7 H -0.651444 -1.723515 0.075378  0.23
8 H -0.007631 -1.741198 1.649934  0.26
9 H 0.487099 0.619808 -1.580474  0.27
10 H -1.365840 0.684798 -1.184272  0.21

Cartesian forces (eV/Å) of the 2 atoms listed first:
0.356 5.689 -0.372
0.079 -0.419 0.759

8.
Computed, not measured: one molecule with the formula C4H4OS, with ωB97M-V/def2-TZVPD.

Computed properties:
SMILES string: C=C1CSC1=O
Orbital gap, eV: 9.7

Last column: natural (NBO) charge in e.
Atoms and positions in Å:
1 C -0.075469 -0.527726 -1.149341  -0.34
2 C -0.638309 0.277354 -0.255004  -0.08
3 C -0.459782 0.767206 1.148895  -0.58
4 S -1.895082 1.839510 1.176690  0.15
5 C -2.129154 0.936470 -0.432458  0.47
6 O -3.005880 0.998856 -1.224824  -0.51
7 H 0.924866 -0.852047 -1.082582  0.20
8 H -0.419034 -0.683798 -2.134726  0.22
9 H -0.462339 -0.135007 1.699148  0.23
10 H 0.351443 1.407441 1.511957  0.24

Cartesian forces (eV/Å) of the 2 atoms listed first:
0.429 1.379 0.791
-2.656 0.508 -1.811

9.
Computed, not measured: one molecule with the formula C4H4OS, with ωB97M-V/def2-TZVPD.

Computed properties:
SMILES string: C=CC(=S)C=O
Orbital gap, eV: 7.6

Last column: natural (NBO) charge in e.
Atoms and positions in Å:
1 C 1.543914 -0.534691 -0.125871  -0.36
2 C 0.327235 -0.812910 -0.459048  -0.20
3 C -1.010052 -0.199378 0.366910  -0.22
4 S -2.291238 -1.167814 0.662551  0.17
5 C -0.975491 1.224883 0.344286  0.33
6 O -0.137418 1.803323 -0.270080  -0.46
7 H 2.291607 -0.936655 -0.756656  0.20
8 H 1.808528 0.190996 0.632414  0.20
9 H 0.187856 -1.368803 -1.325621  0.21
10 H -1.744943 1.801046 0.931113  0.13

Cartesian forces (eV/Å) of the 2 atoms listed first:
0.938 1.005 0.669
-3.477 1.620 2.685

10.
Computed, not measured: one molecule with the formula C4H4OS, with ωB97M-V/def2-TZVPD.

Computed properties:
Expectation value of S²: 2.015
2S+1: 3
Orbital gap (alpha / beta), eV: 8.1 / 6.7

Last column: natural (NBO) charge in e.
Atoms and positions in Å:
1 C -0.572933 0.886851 0.024300  -0.45
2 C 0.322553 -0.051564 0.011391  0.23
3 C -1.993155 0.437417 0.002783  0.34
4 C 1.626092 -0.635860 -0.005985  -0.74
5 O -2.970656 1.127851 -0.020685  -0.49
6 S -1.986657 -1.334368 0.000055  0.15
7 H -0.342047 1.950171 0.031075  0.22
8 H 1.567412 -1.721295 -0.091085  0.24
9 H 2.164348 -0.396808 0.914963  0.25
10 H 2.185045 -0.262393 -0.866812  0.24

Cartesian forces (eV/Å) of the 2 atoms listed first:
-0.364 0.915 -0.008
-0.140 -0.520 0.040

11.
Computed, not measured: one molecule with the formula C4H4OS2, with ωB97M-V/def2-TZVPD.

Computed properties:
SMILES string: O=CCC(=S)C=S
Orbital gap, eV: 7.1

Last column: natural (NBO) charge in e.
Atoms and positions in Å:
1 O 1.900185 -1.838352 -0.463563  -0.49
2 C 0.732175 -1.384303 -0.394514  0.44
3 C 0.517087 -0.224525 0.650245  -0.60
4 C 0.113252 0.923866 -0.031804  -0.18
5 S 1.048450 2.211813 -0.264533  0.14
6 C -1.291330 1.043378 -0.336467  -0.34
7 S -2.223302 -0.178890 -0.175015  0.15
8 H -0.253361 -1.651420 -0.862640  0.15
9 H -0.255783 -0.725746 1.325771  0.26
10 H 1.337467 -0.020179 1.354994  0.26
11 H -1.624835 1.844360 -0.802476  0.21

Cartesian forces (eV/Å) of the 2 atoms listed first:
-4.599 0.728 -0.779
4.553 0.028 1.864

12.
Computed, not measured: C4H4OS2 as an isolated structure, with ωB97M-V/def2-TZVPD.

Computed properties:
Orbital gap, eV: 8.4

Last column: natural (NBO) charge in e.
Atoms and positions in Å:
1 C -1.293499 0.779113 -0.191585  -0.23
2 C 0.003003 0.234854 0.364989  -0.44
3 C 0.297578 -1.246033 0.138667  -0.51
4 C 1.283712 0.722838 -0.296748  0.44
5 H -1.379204 1.858020 -0.207381  0.21
6 H 0.075702 0.502750 1.442257  0.27
7 H 0.350414 -1.841530 1.025842  0.22
8 H -0.429913 -1.767771 -0.553525  0.25
9 O 1.731204 1.825323 -0.491658  -0.52
10 S -2.555318 -0.174939 -0.598503  0.07
11 S 1.916322 -0.892620 -0.632351  0.23

Cartesian forces (eV/Å) of the 2 atoms listed first:
-0.590 -1.157 0.347
-0.543 0.155 0.309

The evaluated relative energy (zero: lowest compared OMol25 entry of this formula, charge and spin) for the records listed, in turn: 0.0, 2.6, 258.7, 198.3, 280.3, 14.4, 701.0, 129.5, 238.0, 53.7, 235.1, 47.3 kJ/mol.
The evaluated E for the records listed, in turn: -1291.4958, -1689.5903, -1098.2161, -628.1595, -628.1282, -628.2295, -627.9680, -628.1857, -628.1444, -628.0847, -1026.3250, -1026.3966 a.u..